(1)
ORCA calculation (wB97M-V/def2-TZVPD) on the molecule C3H4N2OS at a distorted geometry.

Values from the calculation:
Strongest force on any atom in eV/Å: 3.39
Kohn-Sham gap (alpha / beta) in eV: 7.74 / 7.74
Total charge: 0
Energy above the lowest of the compared OMol25 structures with the same formula, charge and spin in kcal per mole: 82.8
LUMO energy (alpha / beta) in hartree: -0.0526 / -0.0526
Total energy in Eh: -699.5402

Geometry (Å):
S 1.947 1.245 -0.258
O -3.296 1.108 0.474
N 2.438 0.041 0.604
N 0.423 1.085 -0.483
C -2.218 0.947 0.020
C -1.517 -0.322 -0.191
C -0.182 -0.139 -0.281
H 0.502 -0.904 -0.232
H -1.500 1.833 -0.171
H 3.369 -0.095 0.979
H -2.218 -1.146 -0.037

Atoms 1-6, force components in eV/Å:
-0.248 -1.878 1.703
-2.250 -0.060 0.600
-0.817 0.878 -0.730
1.120 0.710 -0.636
2.886 1.655 -0.639
-0.420 1.347 0.442

natural (NBO) population analysis, charges in e, atoms 1 to 5: 1.260, -0.524, -1.026, -0.762, 0.393

(2)
ORCA calculation (wB97M-V/def2-TZVPD) on a cluster of 2 separate species, C6H11NO in total at a distorted geometry.

Values from the calculation:
Strongest force on any atom in eV/Å: 2.61
Kohn-Sham gap in eV: 8.98
SMILES string: Cc1c[nH]cc1C.O
Total charge: 0
Energy above the lowest of the compared OMol25 structures with the same formula, charge and spin in kcal per mole: 21.9
LUMO energy in hartree: 0.0310
Total energy in Eh: -365.1965

Geometry (Å):
O -2.328 -0.393 1.667
N 1.502 1.382 0.874
C 0.258 0.484 -0.757
C 1.481 0.031 1.119
C 0.715 -0.520 0.119
C 0.808 1.676 -0.243
C 0.380 -1.989 -0.127
C -0.910 0.527 -1.715
H -2.139 -0.246 0.728
H -0.967 1.554 -2.047
H -1.833 0.354 2.011
H -0.454 -2.306 0.504
H 0.111 -2.059 -1.177
H -1.763 0.034 -1.247
H 1.944 -0.405 1.985
H -0.787 -0.141 -2.571
H 0.607 2.670 -0.609
H 1.207 -2.641 0.138
H 2.170 1.990 1.347

Atoms 1-6, force components in eV/Å:
0.199 0.364 -0.621
1.254 0.471 1.020
0.300 2.300 1.195
-0.505 0.140 -0.800
-0.187 -1.958 -0.173
-1.154 -1.007 -1.123

natural (NBO) population analysis, charges in e, atoms 1 to 5: -0.927, -0.499, -0.111, -0.100, -0.075

(3)
ORCA calculation (wB97M-V/def2-TZVPD) on a structure of composition C9H22O9SV at a distorted geometry.

Values from the calculation:
Strongest force on any atom in eV/Å: 3.40
Kohn-Sham gap in eV: 9.11
Total charge: -1
Energy above the lowest of the compared OMol25 structures with the same formula, charge and spin in kcal per mole: 0.0
LUMO energy in hartree: 0.1089
Total energy in Eh: -2375.6140

Geometry (Å):
V 0.992 1.686 -0.114
S -2.596 -0.657 3.122
O 1.572 3.793 0.866
O -0.077 2.212 -1.117
O -1.050 -1.236 -1.281
O 3.016 2.174 0.958
O -3.081 -0.509 4.453
O 0.279 0.911 1.090
O 1.773 0.185 -1.189
O -2.954 0.289 2.130
O -3.106 -2.101 2.648
C -0.845 -0.940 3.145
C -3.929 -3.498 0.844
C 2.949 -1.233 -2.708
C 3.744 4.319 1.746
C 1.523 0.655 -3.549
C 2.740 3.389 1.113
C 2.422 0.165 -2.416
C -3.024 -2.346 1.229
C -2.075 -0.284 -1.515
H 2.165 -1.989 -2.787
H 1.542 1.750 -3.594
H -0.360 0.004 3.361
H -2.939 -0.856 -1.860
H 1.884 0.351 -4.538
H 0.473 0.374 -3.460
H 3.685 -1.580 -1.979
H -3.297 -1.475 0.638
H 3.195 5.124 2.235
H -1.820 0.405 -2.331
H -3.799 -4.330 1.534
H 4.270 4.860 0.958
H -3.663 -3.771 -0.178
H -1.987 -2.579 0.977
H -0.231 -0.735 -1.132
H -4.973 -3.185 0.825
H -0.745 -1.699 3.920
H -2.267 0.350 -0.646
H 3.310 0.819 -2.359
H 4.348 3.742 2.437
H -0.560 -1.348 2.181
H 3.497 -1.209 -3.659

Atoms 1-6, force components in eV/Å:
2.506 -1.787 1.457
0.354 -0.693 0.024
-0.264 -0.267 -0.944
-1.094 0.907 -0.823
0.119 0.207 0.065
0.255 -0.271 -0.931

Löwdin population analysis, charges in e, atoms 1 to 5: 0.948, 0.561, -0.054, -0.356, -0.138

(4)
ORCA calculation (wB97M-V/def2-TZVPD) on a cluster of 2 separate species, C4H7ClFNO in total at a distorted geometry.

Values from the calculation:
Strongest force on any atom in eV/Å: 4.96
Kohn-Sham gap in eV: 10.07
Total charge: 0
Energy above the lowest of the compared OMol25 structures with the same formula, charge and spin in kcal per mole: 120.0
LUMO energy in hartree: 0.0033
Total energy in Eh: -846.4517

Geometry (Å):
Cl -1.428 1.244 -2.017
F -1.039 1.765 0.550
O 1.588 0.109 -1.214
N -0.457 -0.988 1.250
C 1.153 0.606 0.143
C -1.343 0.658 -0.348
C -0.198 -0.272 -0.004
C 0.644 -1.073 -0.934
H -1.166 -0.197 1.615
H 1.124 1.670 0.214
H 0.101 -1.278 -1.760
H 1.234 -1.931 -0.394
H 0.770 -0.596 2.081
H -2.477 0.293 -0.274
H 1.495 -0.010 1.092

Atoms 1-6, force components in eV/Å:
0.607 0.134 0.060
-1.831 -1.076 -1.242
-1.175 -1.233 2.850
0.075 4.076 2.821
-0.692 -2.676 -1.337
-1.677 0.452 0.125

natural (NBO) population analysis, charges in e, atoms 1 to 5: -0.007, -0.375, -0.538, -0.719, -0.007

(5)
ORCA calculation (wB97M-V/def2-TZVPD) on a cluster of 2 separate species, C2H8O3PS in total at a distorted geometry.

Values from the calculation:
Strongest force on any atom in eV/Å: 1.96
Kohn-Sham gap in eV: 5.33
Total charge: +1
Energy above the lowest of the compared OMol25 structures with the same formula, charge and spin in kcal per mole: 51.0
LUMO energy in hartree: -0.2288
Total energy in Eh: -1045.9789

Geometry (Å):
S -2.588 -1.381 -0.349
P 2.330 -1.357 0.089
O 1.895 -0.589 1.407
O -0.924 -1.104 -0.452
O 2.461 -0.193 -0.918
C -3.126 0.096 0.513
C 2.207 1.198 -0.806
H 1.516 1.411 0.008
H -0.654 -1.368 -1.339
H 1.715 -1.062 2.220
H -4.212 0.019 0.531
H 1.790 1.525 -1.757
H -2.822 0.980 -0.038
H 3.148 1.718 -0.631
H -2.735 0.106 1.525

Atoms 1-6, force components in eV/Å:
-0.365 -0.264 0.063
-0.538 1.277 0.453
0.488 -0.145 -1.293
0.679 0.026 0.155
0.167 -1.913 0.397
0.509 -0.199 -0.288

natural (NBO) population analysis, charges in e, atoms 1 to 5: 0.498, 1.752, -0.963, -0.904, -0.769

(6)
ORCA calculation (wB97M-V/def2-TZVPD) on a structure of composition H34N7O15S3Zn at a distorted geometry.

Values from the calculation:
Strongest force on any atom in eV/Å: 4.53
Kohn-Sham gap in eV: 3.79
Total charge: +3
LUMO energy in hartree: -0.3726
Total energy in Eh: -4505.2489

Geometry (Å):
Zn -0.791 -2.585 0.528
S -3.889 -1.305 1.076
S 2.176 -3.885 0.917
S 0.470 0.448 -0.314
O 2.233 -4.559 2.201
O -3.950 -0.935 2.516
O 2.865 -2.560 1.027
O -2.511 -1.783 0.698
O -0.239 -2.255 2.699
O 0.432 1.261 0.922
O 0.756 -3.721 0.416
O 0.105 -0.942 -0.004
O -1.023 -3.057 -1.433
O -0.513 0.963 -1.302
O 1.849 0.401 -0.875
O -0.768 2.751 -3.253
O -4.226 -0.110 0.247
O 2.839 -4.690 -0.093
O -4.825 -2.382 0.856
N -2.105 0.678 3.258
N -1.790 -0.351 -3.240
N -3.455 2.210 -0.242
N 3.758 2.203 -1.148
N 2.593 -0.515 2.338
N 2.438 -1.303 -2.812
N 1.059 4.029 1.208
H -0.807 -2.871 3.185
H 2.730 -1.373 1.672
H -2.560 1.922 -0.639
H -1.724 0.278 4.116
H -2.716 -0.064 2.797
H -3.264 2.873 0.500
H -2.589 1.531 3.518
H -3.893 1.298 0.120
H 2.811 -2.063 -2.224
H 0.043 4.111 1.183
H -1.085 -0.961 -3.639
H 1.283 4.032 0.214
H 2.558 -0.845 3.300
H 3.020 -1.131 -3.632
H -2.497 -0.900 -2.755
H -0.536 -3.505 -2.135
H -4.077 2.649 -0.918
H -2.178 0.229 -3.988
H 3.031 1.446 -0.965
H 0.005 -1.593 3.349
H 3.266 2.902 -1.700
H -0.184 3.500 -3.411
H 4.523 1.836 -1.720
H 2.372 -0.502 -2.133
H -0.226 2.088 -2.800
H -1.958 -3.167 -1.661
H -1.283 0.869 2.686
H 1.366 3.133 1.592
H -1.310 0.338 -2.618
H 4.216 2.535 -0.301
H 1.575 -1.666 -3.207
H 3.355 0.155 2.258
H 1.453 4.849 1.675
H 1.791 0.060 2.093

Atoms 1-6, force components in eV/Å:
0.691 -1.081 1.238
-3.278 -2.795 0.518
1.592 -4.167 0.761
-2.392 -2.965 0.967
-0.917 1.194 0.029
1.983 1.070 -0.153

natural (NBO) population analysis, charges in e, atoms 1 to 5: 1.766, 2.611, 2.604, 2.657, -0.991